1:
2 unconnected molecules or ions with the total composition C8H12NOS, computed with ωB97M-V/def2-TZVPD.

## Properties
LUMO level (alpha / beta): -0.1920 / -0.1920 Eh
orbital gap (alpha / beta): 6.410 / 6.411 eV

```
! RIJCOSX wB97M-V def2-TZVPD def2/J DEFGRID3
* xyz 1 1
S -2.62251 1.57959 -0.04426
O 2.02140 1.23890 -0.84030
N 4.45355 1.40244 0.25265
C -2.33273 -1.02984 -0.29129
C -0.26929 0.65096 -0.66441
C -3.57445 -0.72218 0.39036
C -1.55281 0.18568 -0.50423
C 1.11065 0.49565 -0.28471
C -3.88639 0.56484 0.51682
C -2.27046 -2.16082 -1.01883
C 1.32940 -0.67045 0.60394
H 0.77432 -0.38239 1.52862
H -0.27259 1.67528 -0.85861
H 0.92723 -1.54056 0.08972
H 5.19969 2.21470 0.29972
H 4.14094 1.18209 1.24366
H -2.85855 -3.09368 -0.75610
H -1.44126 -2.36773 -1.83542
H 2.87952 1.24349 -0.34623
H -4.24549 -1.49387 0.67943
H 2.29978 -0.71558 0.95890
H 4.99886 0.62813 -0.02963
H -4.80881 1.11534 0.91019
*
```


2:
A gas-phase ion, C8H12NOS (charge +1), computed with ωB97M-V/def2-TZVPD.

## Properties
LUMO level: -0.1843 Eh
orbital gap: 7.516 eV

```
! RIJCOSX wB97M-V def2-TZVPD def2/J DEFGRID3
* xyz 1 1
S -2.33489 -0.85094 0.29147
O 2.03973 1.55543 -0.04061
N -1.05555 1.67891 0.26490
C 0.00355 0.83097 0.89076
C 1.86377 -0.73317 1.03171
C 0.18850 -2.15030 -0.29421
C -0.72229 -1.10829 0.03644
C 1.38256 0.64140 0.42084
C 1.64228 -1.77686 -0.09546
C -2.31976 0.94544 0.75853
C -1.02723 2.20721 -1.04490
H 2.13074 -1.52680 -0.96168
H 2.95618 -0.77092 1.34599
H 0.02903 2.52721 -1.20359
H -0.02058 -2.91908 0.44711
H -3.21471 1.50528 0.36668
H -1.27388 1.59702 -1.89619
H -1.61327 3.13945 -1.15466
H 2.11002 -2.62134 0.24341
H -0.08927 -2.51492 -1.27247
H 1.19199 -1.04181 1.92743
H -0.95623 2.51553 0.90306
H -2.39791 0.91616 1.88691
*
```


Most favorable structure: 1. The second most favorable one is 337.1 kJ/mol above it.


1:
A gas-phase ion, CH4N3 (charge +1), computed with ωB97M-V/def2-TZVPD.

## Properties
LUMO level (alpha / beta): -0.2373 / -0.2213 Eh
orbital gap (alpha / beta): 8.615 / 9.400 eV

```
! RIJCOSX wB97M-V def2-TZVPD def2/J DEFGRID3
* xyz 1 1
N 0.40417 0.15498 1.41328
N -0.27270 -0.56090 -0.80367
N -0.49929 0.65113 -1.12904
C 0.34124 -0.50857 0.33601
H -0.28644 -1.37139 -1.34464
H 1.12002 0.07680 2.06571
H -0.43388 0.75875 -2.16741
H -0.37314 0.79920 1.62976
*
```


2:
A gas-phase ion, CH4N3 (charge +1), computed with ωB97M-V/def2-TZVPD.

## Properties
SMILES string: [NH3+]N1C=N1
LUMO level: -0.1698 Eh
orbital gap: 12.203 eV

```
! RIJCOSX wB97M-V def2-TZVPD def2/J DEFGRID3
* xyz 1 1
N -1.19700 0.75565 -0.72290
N 0.31310 -0.11379 0.91629
N -0.57233 -0.60690 -0.18549
C -0.32312 0.17422 -1.30256
H 1.26816 0.09823 0.58782
H -0.10546 0.75126 1.55230
H 0.20800 -0.04478 -2.25317
H 0.40865 -1.01388 1.40771
*
```


3:
A gas-phase ion, CH4N3 (charge +1), computed with ωB97M-V/def2-TZVPD.

## Properties
SMILES string: [H]/N=C\N=[NH2+]
LUMO level: -0.2886 Eh
orbital gap: 9.364 eV

```
! RIJCOSX wB97M-V def2-TZVPD def2/J DEFGRID3
* xyz 1 1
N -0.83877 -1.31188 -0.21300
N 0.03303 1.15591 0.30316
N 0.74581 0.26785 -0.12200
C 0.36327 -1.06963 -0.27657
H 0.54000 2.12014 0.47989
H -1.11496 0.98860 0.60944
H -0.92616 -0.38802 -0.29595
H 1.19779 -1.76298 -0.48497
*
```


Most favorable structure: 1. The second most favorable one is 20.5 kJ/mol above it.


1:
A single C5H10NP molecule, computed with ωB97M-V/def2-TZVPD.

## Properties
LUMO level (alpha / beta): 0.0256 / 0.0258 Eh
orbital gap (alpha / beta): 7.125 / 7.133 eV

```
! RIJCOSX wB97M-V def2-TZVPD def2/J DEFGRID3
* xyz 0 1
P -1.15295 0.05142 -2.90062
N -0.91502 0.53366 -1.24927
C -0.10138 -1.52822 -2.90952
C -0.63025 -0.03310 2.37546
C 0.11804 0.46540 1.19747
C 1.45047 1.06852 1.45290
C -0.30675 0.46902 -0.07603
H -1.34345 0.77152 2.83995
H 2.32449 0.43199 1.30392
H 0.00569 -0.47016 3.07349
H 1.54748 1.47902 2.43370
H -1.40827 1.34884 -1.35218
H 0.18509 -1.63586 -1.88355
H 0.60891 -1.47414 -3.75646
H 1.54351 1.78855 0.61815
H -0.59680 -2.50521 -3.19924
H -1.32882 -0.76125 2.03183
*
```


2:
2 unconnected molecules or ions with the total composition C5H10NP, computed with ωB97M-V/def2-TZVPD.

## Properties
LUMO level: 0.0303 Eh
orbital gap: 8.537 eV

```
! RIJCOSX wB97M-V def2-TZVPD def2/J DEFGRID3
* xyz 0 1
P 1.38902 1.02253 -0.27111
N -2.45909 -0.44150 -1.09993
C 0.30087 -0.23962 -0.17157
C -1.88622 0.34168 -0.35580
C 3.04198 0.24386 0.26943
C 0.27468 -1.71289 -0.23027
C -2.02123 1.53118 0.50902
H 3.41702 0.91928 1.10363
H -0.19789 -2.10784 -1.11767
H -0.35991 -2.17356 0.56003
H -3.39827 -0.29627 -1.30851
H 3.58393 0.28933 -0.65869
H 2.94441 -0.75669 0.64425
H 1.48215 -2.00688 -0.19015
H -1.05146 2.02253 0.49372
H -2.25525 1.14296 1.56089
H -2.80474 2.22192 0.26274
*
```


Most favorable structure: 1. The second most favorable one is 28.3 kJ/mol above it.


1:
A single CH3FN2 molecule, computed with ωB97M-V/def2-TZVPD.

## Properties
LUMO level (alpha / beta): -0.0219 / -0.0169 Eh
orbital gap (alpha / beta): 9.606 / 10.218 eV

```
! RIJCOSX wB97M-V def2-TZVPD def2/J DEFGRID3
* xyz 0 1
F -1.97111 -0.13321 0.21198
N -0.96497 0.29142 -0.52673
N 0.50292 -1.04159 -0.00634
C 0.26186 0.43225 0.15608
H 0.95924 -1.18145 -0.94693
H 0.28987 0.41173 1.35545
H 0.92220 1.22086 -0.24351
*
```


2:
2 unconnected molecules or ions with the total composition CH3FN2, computed with ωB97M-V/def2-TZVPD.

## Properties
SMILES string: N#CN.F
LUMO level: 0.0123 Eh
orbital gap: 10.637 eV

```
! RIJCOSX wB97M-V def2-TZVPD def2/J DEFGRID3
* xyz 0 1
F 2.44816 2.77724 0.68327
N -1.29472 -1.36092 -0.42348
N 0.78768 -0.15005 0.07194
C -0.26481 -0.61395 -0.02173
H 1.54501 2.65904 0.71937
H -1.05431 -2.07052 -1.12340
H -2.16700 -1.24086 0.09403
*
```


3:
A single CH3FN2 molecule, computed with ωB97M-V/def2-TZVPD.

## Properties
SMILES string: N/C=N/F
LUMO level: 0.0244 Eh
orbital gap: 9.448 eV

```
! RIJCOSX wB97M-V def2-TZVPD def2/J DEFGRID3
* xyz 0 1
F 2.62675 1.72826 -0.79314
N 1.39333 1.75362 -0.16217
N -0.33206 0.14801 0.21933
C 0.85219 0.45117 -0.21521
H -0.87179 -0.77099 0.08613
H 1.52109 -0.42143 -0.42491
H -0.94104 0.75800 0.74662
*
```


Most favorable structure: 2. The second most favorable one is 205.4 kJ/mol above it.